H4O2 | ωB97M-V/def2-TZVPD

Positions of all 6 atoms, in Å:
O -1.08 0.93 -0.44
O 1.27 -1.03 0.52
H -1.44 1.85 -0.33
H 0.83 -0.19 0.29
H 0.49 -1.58 0.72
H -1.39 0.65 -1.31

**E_tot**: -152.87167 Ha
**Maximum force**: 0.029 Eh/bohr
**SMILES string**: O.O
**HOMO level**: -11.1 eV
**Energy relative to the best compared isomer or geometry (same formula, charge and spin)**: 2.1 kcal per mole
**M**: 36.03 g mol⁻¹